(1)
29
Properties=species:S:1:pos:R:3:forces:R:3:lowdin_charge:R:1 method="wB97M-V/def2-TZVPD" orbital_gap_ev=9.7802 e_above_lowest_ev=1.443 spin_multiplicity=1 charge=+1
N -2.11076 0.72842 -2.05444 -0.4 0.4 0.0 0.18
C -2.15792 1.20724 -0.64854 0.1 0.2 0.5 -0.12
C -1.22569 0.29415 0.13591 0.2 -0.3 0.3 -0.17
N -0.03022 0.09009 -0.69721 -0.2 0.0 0.5 -0.20
C 1.04764 1.05876 -0.40715 0.3 0.1 -0.4 -0.17
C 1.98306 0.41200 0.62235 -0.1 0.2 0.1 -0.15
C 1.69073 -1.09635 0.54900 -0.1 0.1 -0.1 -0.15
C 0.59128 -1.23818 -0.51577 0.1 -0.2 -0.3 -0.18
H -2.34930 1.45555 -2.71058 -0.2 0.2 -0.4 0.16
H -1.11484 0.44431 -2.17085 0.5 -0.3 0.3 0.15
H -2.71551 -0.07335 -2.18380 -0.1 -0.2 -0.2 0.17
H -3.17824 1.23034 -0.28399 -0.1 -0.1 0.0 0.13
H -1.77742 2.22574 -0.61654 0.1 0.0 -0.2 0.13
H -1.04236 0.74050 1.11561 0.2 0.2 -0.1 0.11
H -1.68388 -0.67032 0.36660 -0.1 0.0 -0.4 0.13
H 0.67016 2.01507 -0.05944 -0.3 0.0 0.1 0.10
H 1.56696 1.25580 -1.34792 0.1 -0.1 0.0 0.12
H 3.01604 0.67859 0.40892 0.1 -0.2 -0.1 0.11
H 1.77357 0.81111 1.61491 -0.1 -0.1 0.0 0.09
H 1.33324 -1.47225 1.50611 0.1 0.0 0.0 0.11
H 2.57021 -1.66986 0.27030 0.0 -0.1 0.1 0.11
H -0.14322 -1.99652 -0.26259 -0.1 0.1 0.1 0.09
H 1.00579 -1.56715 -1.47217 0.2 0.2 0.0 0.12
H 1.07005 -4.85383 -0.25209 -0.1 0.2 0.2 0.06
H 0.66915 -4.55529 1.18304 0.0 -0.5 1.1 0.03
O 0.67751 -4.17952 0.32072 0.1 0.3 -1.3 -0.03
H 0.10327 3.61576 2.22526 0.0 -0.1 -0.1 0.05
H -0.07765 2.42177 3.15188 -0.1 0.2 -0.7 0.07
O -0.16163 2.68745 2.21249 0.1 0.0 0.9 -0.06

=====

(2)
23
Properties=species:S:1:pos:R:3:forces:R:3:lowdin_charge:R:1 method="wB97M-V/def2-TZVPD" orbital_gap_ev="6.5841 / 6.8670" spin_multiplicity=3 charge=+2
C -0.20657 -1.30527 0.29934 2.9 -5.0 -1.0 -0.28
C 1.98206 -0.05293 -0.03942 0.2 -1.6 -0.5 -0.35
C 0.30195 1.40305 0.87150 1.3 0.8 1.9 -0.19
C -2.84215 -0.02336 -0.95852 -0.3 -0.9 0.9 0.08
N -0.84997 -0.18981 0.34019 -3.4 3.2 0.2 0.07
N 1.22240 -1.16817 0.26466 -1.8 -1.4 -0.2 0.19
N 1.34952 1.11249 -0.02016 -2.5 1.6 1.9 0.13
N -0.69874 -2.62518 0.41554 1.8 1.0 -0.3 0.20
N 3.22735 -0.09522 -0.54628 0.6 4.3 -0.7 0.21
N -0.35613 2.55237 0.64668 1.1 -0.5 -3.7 0.17
O -2.14985 0.12626 0.33289 2.0 -0.6 -0.2 0.01
H 0.36545 1.06472 1.93590 0.0 0.2 -1.2 0.19
H -2.18820 0.37282 -1.69790 0.4 -0.2 -0.8 0.10
H -3.69966 0.59345 -0.84912 -0.7 0.6 0.1 0.10
H -3.17628 -1.05872 -1.01730 0.3 0.0 -0.6 0.11
H 1.64251 -2.10548 0.35356 0.4 1.1 -0.1 0.18
H 1.78487 1.97078 -0.27515 0.8 0.4 -0.9 0.17
H -1.70670 -2.83556 0.42147 0.9 0.2 0.0 0.14
H 0.00304 -3.40383 0.18887 -1.8 1.5 0.7 0.17
H 3.81540 -0.86421 -0.63913 0.7 -1.7 -0.1 0.10
H 3.71672 0.85682 -0.86258 -1.6 -2.9 1.2 0.21
H -0.42487 2.86737 -0.37620 0.0 -0.4 2.2 0.18
H -1.11215 2.80760 1.21116 -1.1 0.5 1.1 0.11

=====

(3)
33
Properties=species:S:1:pos:R:3:forces:R:3:lowdin_charge:R:1 method="wB97M-V/def2-TZVPD" orbital_gap_ev="6.1816 / 6.0724" e_above_lowest_ev=2.267 spin_multiplicity=5 charge=+3
O 3.55901 -0.70692 -1.96974 -2.7 0.0 3.2 0.19
C 2.82600 -0.71845 -1.08409 2.9 -0.1 -3.5 0.08
Ru -0.41323 -0.31435 0.25696 1.6 -1.0 -0.2 0.78
O 0.72169 2.45164 -0.70119 -1.5 -3.6 1.1 0.18
C 0.30000 1.42490 -0.34376 1.3 3.0 -0.8 -0.21
C -2.04560 0.44209 0.65954 -5.4 2.9 1.4 -0.26
O -3.08216 0.91842 0.88486 3.4 -1.6 -0.8 0.21
C -1.31154 -2.16059 0.86304 0.0 -4.7 2.4 0.00
O -1.57477 -3.21924 1.25632 0.8 4.8 -2.0 0.22
C -0.71126 -0.69738 -1.55379 -1.7 -1.1 -7.1 -0.19
O -0.94390 -0.85552 -2.67921 0.9 0.6 4.3 0.23
H 1.40658 -0.21377 -0.08795 -0.2 0.0 0.1 0.05
C -0.50984 2.89167 2.78492 0.0 -0.5 0.7 0.06
N 0.93296 2.65995 2.68587 0.1 0.2 -1.1 0.01
C 1.68090 3.88157 2.39843 0.1 1.0 0.0 0.03
C 1.43883 1.40741 2.47269 -0.6 -0.1 1.1 -0.33
N 0.60199 0.36241 2.28587 0.1 0.6 1.3 0.18
N 2.78397 1.18305 2.41607 0.2 0.2 0.1 0.02
C 3.81329 2.14023 2.79837 0.8 0.2 0.2 0.05
C 3.22345 -0.18923 2.25186 0.3 -0.3 0.3 0.05
H -0.63350 3.63135 3.57892 -0.2 0.2 -0.2 0.15
H -1.03552 1.98188 3.05690 -0.1 0.2 0.1 0.09
H -0.89535 3.26397 1.83087 0.1 0.2 0.0 0.14
H 2.33437 4.14852 3.24432 -0.2 -0.1 -0.3 0.13
H 2.25964 3.79088 1.46365 -0.2 0.0 0.4 0.13
H 0.96718 4.70616 2.27698 0.1 -0.3 0.1 0.14
H -0.21988 0.36876 2.92159 0.6 0.1 -0.4 0.12
H 3.54696 2.65818 3.73064 0.0 -0.1 -0.3 0.14
H 4.73975 1.59144 2.97427 -0.2 0.1 0.0 0.13
H 4.01864 2.85755 1.98811 -0.1 -0.1 0.2 0.14
H 2.63434 -0.80767 2.92228 0.0 -0.4 -0.1 0.13
H 3.09721 -0.49956 1.21965 -0.2 -0.1 -0.1 0.06
H 4.27340 -0.25533 2.51047 0.0 -0.1 0.0 0.13

=====

(4)
41
Properties=species:S:1:pos:R:3:forces:R:3:lowdin_charge:R:1 method="wB97M-V/def2-TZVPD" orbital_gap_ev=8.0585 e_above_lowest_ev=0.977 spin_multiplicity=1 smiles="Cc1ccc(-c2ccc(OC(=O)c3ccc(=O)[nH]c3)c(C)c2)cc1"
C -5.06835 -1.73065 5.41913 -0.1 0.6 0.2 -0.06
C -4.12732 -1.38150 4.30573 1.0 0.6 -0.6 -0.28
C -2.97857 -2.18851 4.13769 -1.2 1.0 -0.9 -0.05
C -2.09222 -1.93925 3.11864 0.4 0.4 -1.3 -0.03
C -2.31620 -0.88483 2.16623 0.4 0.2 1.1 -0.17
C -1.30277 -0.47176 1.15318 0.7 -0.7 -0.3 -0.17
C 0.06281 -0.72049 1.37227 0.6 0.7 -0.7 -0.01
C 1.05036 -0.38389 0.42632 -0.7 -0.1 0.1 0.02
C 0.66148 0.18525 -0.78992 0.3 -0.6 1.6 -0.20
O 1.60646 0.63026 -1.70288 1.0 0.1 -0.6 0.06
C 2.76212 -0.05435 -1.96748 0.9 -3.3 -0.3 -0.38
O 3.00838 -1.22903 -1.63315 -1.0 3.0 -0.2 0.08
C 3.70948 0.64767 -2.88178 1.5 1.0 -1.7 -0.08
C 3.40158 1.99689 -3.42653 1.9 -1.0 -0.4 0.03
C 4.30938 2.62769 -4.25158 -2.5 -1.0 1.2 0.01
C 5.50409 1.98855 -4.64904 2.0 1.2 -1.2 -0.52
O 6.35146 2.55517 -5.33122 0.1 0.1 -0.2 0.04
N 5.77137 0.71611 -4.24505 -2.1 -2.0 2.6 0.14
C 4.91691 0.04027 -3.35049 -1.4 1.7 0.4 0.06
C -0.67453 0.46137 -1.00871 -0.9 0.6 -1.1 -0.19
C -1.11166 1.16969 -2.28619 0.3 0.0 0.7 -0.02
C -1.64132 0.13247 -0.06458 -0.2 -0.7 0.6 0.01
C -3.42672 -0.06323 2.34768 -0.4 -0.3 1.1 -0.03
C -4.28004 -0.25605 3.46266 0.0 -1.2 -0.6 -0.03
H -6.07727 -1.37619 5.15812 0.3 -0.1 0.4 0.08
H -5.09238 -2.81725 5.56674 -0.1 0.3 0.1 0.08
H -4.70377 -1.24369 6.35732 -0.5 -0.4 -0.6 0.10
H -2.91328 -3.06756 4.72990 0.4 -0.6 0.5 0.10
H -1.24473 -2.62569 2.98904 -0.3 0.4 0.0 0.11
H 0.42746 -1.07079 2.31859 -0.1 -0.3 0.3 0.10
H 2.11000 -0.54497 0.62959 -0.4 0.0 0.0 0.12
H 2.46444 2.43534 -3.15898 -0.3 0.3 0.1 0.10
H 4.13584 3.56917 -4.74037 -0.1 0.3 0.2 0.12
H 6.72546 0.40964 -4.39194 -0.3 -0.2 -0.2 0.16
H 5.21309 -0.93879 -2.98361 0.0 0.2 -0.2 0.13
H -0.54294 0.75979 -3.12247 -0.1 0.4 -0.1 0.08
H -2.18309 1.03219 -2.45044 0.2 0.0 0.0 0.08
H -0.91423 2.25059 -2.14206 0.0 -0.5 -0.5 0.10
H -2.71377 0.24817 -0.28325 0.7 0.2 -0.1 0.12
H -3.62561 0.75510 1.65198 0.1 -0.2 0.3 0.11
H -5.16137 0.37710 3.55092 0.2 -0.1 0.2 0.11